1.
C16H30AlCl6Na3O14PS | ωB97M-V/def2-TZVPD

```
72
Properties=species:S:1:pos:R:3:forces:R:3:mulliken_charge:R:1
C -4.232249 -2.557773 -5.435432 0.14 -0.45 -0.12 -0.9515
C -2.908640 -3.348789 -5.419169 -0.86 0.06 -0.89 0.1981
O -1.831348 -2.561165 -5.789728 0.05 -0.58 1.01 -0.2830
C -1.199374 -1.905565 -4.710827 0.73 0.61 -0.13 -0.8831
C -1.106669 -0.361282 -4.997816 0.26 -0.69 -1.20 -0.0563
O -1.783898 -0.093353 -6.204759 0.39 1.27 0.92 -0.3380
C -0.898841 0.336447 -7.288555 -0.02 -0.35 -0.52 0.0967
Al 0.044908 -1.159243 -8.352503 0.60 -0.34 -0.59 0.1729
H -5.020673 -3.061494 -4.862887 0.14 0.18 0.15 0.3243
H -4.059143 -1.534827 -5.098061 -0.16 -0.11 0.09 0.2628
H -4.577094 -2.539105 -6.472003 0.08 0.31 0.10 0.2651
H -2.757965 -3.870599 -4.450526 0.13 0.76 0.01 -0.5347
H -3.007808 -4.123640 -6.196727 0.22 -0.07 0.16 0.5852
H -0.168282 -2.278547 -4.666274 -0.17 -0.11 0.15 0.2587
H -1.693018 -2.091275 -3.747831 -0.09 -0.03 -0.15 0.3959
H -1.495994 0.242289 -4.167376 -0.25 -0.08 0.00 -0.1173
H -0.021224 -0.110970 -5.104786 -0.54 -0.41 0.13 0.3729
H -0.107535 1.037894 -6.956919 -0.29 -0.43 -0.29 -0.4655
H -1.499600 0.914776 -8.000301 -0.21 -0.05 0.27 0.3750
H -0.526516 -2.658338 -8.109361 -0.43 -0.17 0.10 -0.2355
H -0.159337 -0.817768 -9.923959 -0.30 0.12 -0.11 -0.2856
H 1.609683 -1.149563 -8.022593 -0.34 -0.53 0.67 -0.1766
Na -2.770797 -5.791115 -3.921723 0.08 -0.36 0.06 0.3345
Na 0.249895 2.052692 -5.408719 0.23 0.43 0.12 0.6306
C 1.795181 1.104020 -0.803752 0.31 -0.06 0.10 0.2040
Cl 2.687008 2.126012 -1.929637 -0.04 -0.03 0.05 -0.0097
Cl 1.141257 -0.299912 -1.666914 -0.06 0.05 0.00 -0.0429
Cl 2.862357 0.570304 0.485492 -0.17 -0.05 -0.11 -0.0516
Cl 0.452910 2.035508 -0.087592 0.03 -0.03 0.06 -0.0607
C 7.915420 0.380569 -0.673460 0.42 0.04 -0.41 -0.2299
C 8.374403 1.153447 0.538533 -0.46 -0.01 0.15 -0.4927
O 7.797705 2.485865 0.326235 0.02 0.17 -0.47 -0.3462
S 6.411441 2.353609 -0.433470 0.69 -0.54 0.13 1.0600
O 5.348761 2.408854 0.511404 -0.21 0.26 -0.15 -0.5063
O 6.432154 3.222186 -1.561775 -0.24 0.23 0.08 -0.5743
O 6.566954 0.848078 -0.922888 -0.08 0.25 0.29 -0.2590
H 8.518074 0.617206 -1.555689 -0.04 0.07 0.02 0.2259
H 7.927259 -0.688064 -0.496304 -0.29 0.02 0.16 0.2910
H 9.453453 1.213940 0.620233 -0.03 0.26 -0.04 0.3353
H 7.966844 0.743860 1.453558 -0.01 -0.02 0.00 0.3272
O -3.833238 -2.294458 2.559514 0.09 0.07 0.09 -0.6361
C -3.567606 -1.133206 2.405518 -0.27 -0.06 -0.11 0.4748
O -3.623307 -0.219224 3.393444 0.51 -0.33 -1.60 -0.1854
C -3.357221 1.087754 2.867170 0.09 0.18 0.02 -0.4910
C -2.590030 0.852802 1.571622 0.02 0.08 -0.12 -0.1572
C -3.173765 -0.467985 1.093320 0.36 0.25 0.18 -0.5117
H -4.311674 1.592907 2.699291 -0.01 -0.02 0.02 0.2294
H -2.784188 1.656804 3.595565 -0.13 -0.12 0.17 0.3064
H -2.690053 1.668601 0.854699 -0.05 0.02 0.06 0.3273
H -1.528097 0.725809 1.788602 -0.02 0.02 0.02 0.1018
H -4.070889 -0.325758 0.487832 0.00 -0.09 -0.02 0.2726
H -2.446474 -1.069694 0.553425 -0.20 -0.17 -0.07 0.2612
Cl 8.705150 -1.448761 1.745088 0.30 -0.66 0.31 -0.8265
Cl 2.996779 0.451946 -8.892773 0.61 0.95 -0.17 -0.8700
Na -1.118688 2.791691 -2.583288 -0.11 0.15 0.02 -0.1255
O -3.997847 -0.184843 8.020496 -0.11 -0.27 -0.15 -0.5260
P -4.658727 0.566308 6.867965 -0.11 -0.23 0.27 0.8073
O -4.279428 -0.134659 5.560796 -0.05 0.23 1.55 -0.2054
O -4.173891 2.008838 6.785751 -0.29 0.09 -0.43 -0.4698
O -6.169047 0.584148 7.081292 0.06 0.24 0.18 -0.5808
O -0.779833 3.370455 8.799888 0.03 -0.03 -0.16 -0.6271
C -0.564863 2.212491 8.566946 -0.15 0.04 0.31 0.4392
O -1.295355 1.471645 7.718047 0.28 0.26 0.01 -0.2228
C -0.860671 0.104431 7.741112 0.06 -0.32 0.00 -0.3599
C 0.568990 0.152586 8.263299 0.12 -0.01 0.07 -0.5230
C 0.519330 1.353370 9.201107 0.17 -0.26 -0.42 -0.3604
H -1.531078 -0.456616 8.392942 -0.07 0.06 -0.04 0.2366
H -0.923943 -0.309124 6.737596 -0.20 0.14 -0.03 0.2903
H 0.884536 -0.774146 8.741163 -0.08 -0.02 -0.01 0.3215
H 1.258748 0.357704 7.441943 -0.01 -0.01 0.00 0.2638
H 0.201505 1.074825 10.207328 0.01 0.09 0.03 0.2519
H 1.465217 1.888195 9.238164 -0.10 0.15 0.21 0.2786
```
Forces are in eV/Å.

Results
* net charge: -3
* LUMO: 1.83 eV


2.
C40H36AsCrIN2O10S | ωB97M-V/def2-TZVPD

```
92
Properties=species:S:1:pos:R:3:forces:R:3:mulliken_charge:R:1
Cr 0.673911 -1.318942 -0.295810 0.77 0.35 -0.14 1.0676
C -1.234742 4.661466 -1.084327 0.01 -0.04 0.01 -1.7534
C -1.616431 3.837163 0.138199 -0.02 0.06 -0.05 1.3411
C -2.597061 4.569848 1.041343 0.02 -0.02 -0.01 -1.9026
O -2.207114 2.622607 -0.265916 0.01 0.00 0.03 -0.3685
C -1.248543 1.564742 -0.152140 -0.02 0.01 0.02 -2.0085
C -0.264259 2.090728 0.895273 -0.01 -0.13 -0.07 -0.5973
O -0.451897 3.511435 0.872271 -0.03 0.01 0.06 -0.4491
C 1.208424 1.668200 0.639389 -0.27 0.02 0.04 2.7860
O 1.238312 0.304529 0.675520 0.20 -0.04 -0.17 -0.5116
C 2.127585 2.143515 1.779822 -0.01 0.01 0.12 -0.6971
C 3.508087 2.070539 1.595895 0.03 -0.06 0.02 -0.2517
C 4.388876 2.373559 2.621063 -0.01 -0.01 -0.04 -0.8426
C 3.907579 2.764661 3.865207 -0.04 0.01 0.01 -0.4139
C 2.537867 2.836945 4.063321 0.04 0.01 0.02 -0.9280
C 1.658649 2.525465 3.031659 -0.03 0.08 -0.03 -0.2774
C 1.691949 2.322646 -0.674331 0.02 -0.05 0.04 -0.6268
C 1.822032 1.579494 -1.839412 0.02 0.02 0.02 -0.2632
C 2.254706 2.159975 -3.026795 -0.01 -0.03 0.02 -1.0547
C 2.564952 3.510718 -3.064429 -0.01 -0.01 -0.01 -0.5654
C 2.446052 4.267808 -1.903923 0.00 0.02 0.02 -0.8339
C 2.016154 3.679920 -0.723886 0.03 0.00 -0.01 -0.0843
C -2.001814 0.240056 0.175505 0.07 0.03 0.01 2.8794
O -1.179496 -0.842233 0.109952 -0.18 -0.20 -0.11 0.1445
C -3.103113 -0.003525 -0.878618 -0.03 0.01 -0.03 -0.1498
C -2.896104 0.331509 -2.215072 -0.02 0.03 -0.01 -0.4548
C -3.808867 -0.026948 -3.195458 0.00 -0.01 -0.01 -0.7964
C -4.953352 -0.739781 -2.863699 0.02 0.00 -0.01 -0.5733
C -5.163064 -1.097295 -1.540492 -0.02 0.00 0.02 -0.8614
C -4.245947 -0.734184 -0.562663 0.02 0.00 -0.02 -0.2091
C -2.613580 0.372487 1.582355 -0.03 0.04 -0.01 -0.6413
C -2.029695 -0.329494 2.630581 0.01 0.00 0.00 0.0865
C -2.512161 -0.208963 3.927252 0.00 0.02 -0.01 -0.9758
C -3.595909 0.616311 4.196170 0.01 -0.02 0.01 -0.5280
C -4.189519 1.317677 3.155221 -0.01 0.02 -0.03 -1.0252
C -3.702089 1.197201 1.860186 0.00 -0.02 0.03 -0.0610
H -2.133470 4.937607 -1.638891 0.00 0.00 0.00 0.4188
H -0.578922 4.075344 -1.727535 0.01 0.01 -0.01 0.2868
H -0.703688 5.565337 -0.780695 0.01 0.00 0.00 0.3459
H -3.533036 4.750244 0.509549 0.00 0.00 0.00 0.3394
H -2.172406 5.525137 1.354151 0.00 0.00 0.00 0.4025
H -2.796438 3.957779 1.920539 0.00 0.00 0.00 0.4351
H -0.725419 1.427535 -1.103489 0.00 -0.03 0.01 0.9938
H -0.547379 1.709768 1.877368 0.04 -0.03 0.01 1.2691
H 3.891177 1.750862 0.634553 -0.03 -0.01 -0.02 0.4528
H 5.456567 2.298013 2.449204 0.00 0.01 0.00 0.3846
H 4.592967 3.005891 4.669612 0.00 -0.01 0.00 0.3739
H 2.143643 3.136534 5.028064 0.00 0.00 0.00 0.3838
H 0.594978 2.591481 3.220297 0.02 0.02 -0.02 0.3713
H 1.627700 0.519319 -1.816871 0.01 -0.11 0.01 0.5404
H 2.366055 1.526437 -3.898980 0.01 0.04 -0.01 0.5113
H 2.911185 3.970424 -3.983322 0.00 -0.01 0.00 0.3709
H 2.693766 5.324171 -1.916258 0.00 -0.01 0.00 0.3901
H 1.935568 4.278315 0.174815 -0.01 0.00 0.00 0.4099
H -2.001139 0.864691 -2.508466 -0.03 0.01 0.00 0.1743
H -3.616257 0.243077 -4.227210 0.00 0.00 0.00 0.4132
H -5.663854 -1.026215 -3.630327 0.00 0.00 0.00 0.3813
H -6.034997 -1.678454 -1.263457 0.01 0.01 0.00 0.4171
H -4.413113 -1.049949 0.459417 0.00 0.01 0.03 0.5284
H -1.178064 -0.954602 2.395639 -0.01 -0.01 0.00 0.2399
H -2.034353 -0.756878 4.731564 0.00 0.00 0.00 0.4288
H -3.975703 0.711531 5.207113 0.00 0.00 0.00 0.3716
H -5.039158 1.963153 3.349812 0.00 0.00 0.01 0.3979
H -4.170905 1.745104 1.053740 0.00 0.00 -0.01 0.5383
O 5.034012 -1.390870 -2.041910 -0.05 -0.05 -0.02 -0.6930
As 3.371695 -2.050694 -2.245703 0.07 0.07 0.05 1.1764
O 2.872818 -1.690389 -3.752452 0.00 -0.01 -0.12 -0.8925
O 2.655811 -1.423673 -0.881741 -0.21 0.13 0.13 -0.3644
C 3.796810 -3.930101 -1.969274 0.06 -0.03 -0.04 -0.3299
C 5.058015 -4.358681 -2.377473 0.02 -0.01 -0.01 -0.7155
C 5.444829 -5.681103 -2.222834 -0.02 -0.02 0.02 -0.4756
C 4.568607 -6.594472 -1.650459 0.01 0.05 -0.02 -0.5528
C 3.313409 -6.175870 -1.239927 -0.04 -0.05 0.05 -0.6039
C 2.928058 -4.850341 -1.393557 -0.03 0.10 0.00 0.1808
S 1.287025 -4.383325 -0.826143 -0.04 -0.23 0.05 1.6723
O 0.520370 -5.611361 -0.914687 0.06 0.06 -0.02 -0.7446
O 0.882947 -3.323273 -1.759540 -0.13 0.20 0.17 -0.8656
O 1.463505 -3.877739 0.537314 0.00 0.01 0.02 -0.7951
H 4.983278 -0.897863 -1.213400 -0.02 -0.02 0.01 0.2935
H 5.743695 -3.640756 -2.808518 -0.02 0.01 0.00 0.4137
H 6.429253 -5.995907 -2.549784 0.00 -0.01 0.00 0.3620
H 4.859567 -7.631441 -1.528799 0.00 0.00 0.00 0.3501
H 2.601733 -6.867014 -0.807942 0.01 -0.01 -0.01 0.4565
I -5.424174 -4.604354 0.286722 0.02 -0.01 0.02 0.0328
C -3.424244 -4.146599 0.515664 -0.07 -0.07 -0.05 -0.6909
C -2.697444 -4.251223 1.677373 0.07 0.02 0.00 -0.2196
N -1.451928 -3.853103 1.350802 -0.06 0.03 0.06 0.0485
N -1.335264 -3.499205 0.078096 -0.20 -0.24 -0.12 0.1465
C -2.521155 -3.682032 -0.461935 -0.07 0.11 0.16 -0.5361
H -2.966960 -4.577834 2.666271 -0.02 0.02 0.01 0.4866
H -0.623557 -3.816981 1.922799 0.11 -0.05 -0.08 0.1576
H -2.696383 -3.445270 -1.498084 0.00 0.00 0.00 0.5320
```
Forces are in eV/Å.

Results
* energy above the lowest of the compared OMol25 structures with the same formula, charge and spin: 16.70 kcal per mole
* net charge: -2
* 2S+1: 5
* <S²>: 6.009
* LUMO (spin up / spin down): 3.48 / 3.48 eV


3.
C30H35MnN3O2 | ωB97M-V/def2-TZVPD

```
71
Properties=species:S:1:pos:R:3:forces:R:3:mulliken_charge:R:1
Mn 0.079385 -0.569478 -0.039753 -0.14 -0.11 0.13 0.4963
C 0.410405 0.119996 4.300180 0.02 0.04 -0.01 -1.0391
C -0.027406 -1.124949 4.808734 -0.02 -0.08 0.01 -0.7225
C -0.339879 -2.140751 3.952570 0.01 0.00 0.14 -0.9285
C -0.226160 -1.953763 2.550595 0.08 0.12 -0.01 0.3957
N 0.218780 -0.741192 2.075439 -0.19 -0.05 0.10 0.8103
C 0.505366 0.245066 2.939605 -0.01 0.02 -0.02 0.0400
C -0.538003 -2.933524 1.576009 0.01 -0.03 -0.09 0.8447
C -1.035433 -4.223423 1.888922 -0.04 -0.14 0.03 -1.1630
C -1.273778 -5.134801 0.903734 -0.01 0.01 0.08 -0.4310
C -1.016959 -4.786250 -0.443647 0.01 0.00 -0.02 -1.0050
C -0.564124 -3.522222 -0.700061 0.01 -0.02 -0.05 -0.3049
N -0.333233 -2.593311 0.246687 0.04 0.02 0.06 0.3203
H 0.649837 0.951038 4.949611 -0.01 -0.05 -0.05 0.4843
H -0.116621 -1.273259 5.878121 0.00 -0.01 -0.03 0.4153
H -0.670196 -3.092381 4.345801 0.00 0.04 -0.01 0.3879
H 0.805126 1.187880 2.488729 -0.02 -0.02 0.00 0.0542
H -1.229240 -4.481573 2.921480 0.01 0.00 -0.06 0.3248
H -1.657124 -6.117165 1.151635 0.02 0.04 0.00 0.4244
H -1.170986 -5.483701 -1.254154 0.00 0.02 0.02 0.4260
H -0.355836 -3.218994 -1.718803 0.00 0.00 0.02 0.4690
C -2.979451 0.863348 2.033983 0.00 -0.04 0.00 -1.5450
C -3.446998 0.870965 0.576012 0.01 0.01 -0.04 0.5356
C -3.349882 -0.515781 -0.065892 -0.19 0.07 0.06 -1.1888
C -2.814783 1.997939 -0.233250 0.06 -0.04 0.08 0.7908
C -3.674638 2.984511 -0.716688 0.00 -0.07 0.07 -1.1393
C -3.217831 4.102608 -1.389667 -0.05 0.02 -0.03 -1.2851
C -1.855119 4.249210 -1.573177 0.09 0.06 -0.02 -0.9362
C -0.952157 3.295221 -1.121110 0.11 -0.11 0.03 0.4988
C 0.528768 3.533033 -1.344038 0.02 0.02 0.05 0.2268
C 1.289570 3.698777 -0.022581 0.02 0.02 -0.04 -1.2320
C 1.170944 2.483120 -2.247927 0.06 -0.09 -0.03 -0.9511
C -1.423112 2.137506 -0.461351 -0.08 -0.23 -0.18 -0.2347
O -0.533815 1.204461 -0.073861 -0.26 0.56 0.24 0.2815
H -3.476931 0.061267 2.591528 0.05 0.09 -0.06 0.4266
H -3.215363 1.813621 2.518414 0.01 -0.03 -0.03 0.4138
H -1.905600 0.710891 2.104708 0.04 -0.03 -0.01 0.1496
H -4.513483 1.109417 0.601332 -0.04 -0.01 -0.02 0.6471
H -2.325860 -0.868387 -0.145595 0.12 -0.06 -0.01 0.0425
H -3.782293 -0.514747 -1.070319 0.03 0.01 0.07 0.3344
H -3.890994 -1.250422 0.540202 0.04 0.07 -0.07 0.4941
H -4.740212 2.869982 -0.541538 0.05 -0.01 0.00 0.4043
H -3.911231 4.852279 -1.753010 0.04 -0.05 0.02 0.3625
H -1.472595 5.129221 -2.082283 0.00 -0.05 0.03 0.4100
H 0.609602 4.484424 -1.876925 -0.05 0.05 0.02 0.6522
H 1.191184 2.804558 0.593325 0.00 -0.05 0.00 -0.1416
H 0.880975 4.531472 0.554092 0.04 -0.02 -0.03 0.4220
H 2.353223 3.893028 -0.200308 -0.10 -0.02 0.00 0.4198
H 1.208549 1.506259 -1.763361 0.00 0.20 -0.05 -0.4108
H 2.190897 2.781110 -2.511858 -0.05 -0.03 0.02 0.5670
H 0.602690 2.365580 -3.175166 0.04 0.03 0.04 0.3401
C -1.342894 -0.398148 -2.961921 -0.26 0.11 0.17 -1.4577
C -0.220630 -0.695228 -2.027649 0.00 -0.04 0.08 1.6607
O 0.899725 -0.978846 -2.356294 0.28 -0.20 -0.39 -0.4875
H -0.990571 -0.368305 -3.990542 0.04 -0.01 -0.05 0.4843
H -1.794657 0.554917 -2.669065 0.00 -0.06 -0.05 0.1941
H -2.109697 -1.167940 -2.841704 0.02 0.04 -0.01 0.2562
N 2.374333 -0.119528 0.221132 -0.10 0.11 -0.12 -0.4859
C 3.475459 -0.621131 -0.546902 0.06 0.02 0.08 0.5051
C 3.712746 -0.195307 -1.848887 -0.01 0.06 0.09 0.1575
C 4.775343 -0.722714 -2.565603 0.01 -0.03 0.01 -0.9139
C 5.601307 -1.688177 -2.003462 -0.03 0.04 -0.01 -0.5254
C 5.357318 -2.117355 -0.708271 -0.03 0.00 0.03 -0.5867
C 4.303046 -1.582266 0.019297 -0.01 -0.07 0.03 -0.7711
H 2.484287 -0.356155 1.198786 0.02 -0.12 0.07 0.3544
H 2.268560 0.890065 0.185018 0.24 0.09 -0.24 0.1830
H 3.060046 0.536809 -2.301592 0.03 -0.01 -0.01 0.2317
H 4.952791 -0.382022 -3.578429 -0.01 0.00 0.03 0.3910
H 6.426059 -2.100651 -2.570100 -0.02 0.01 0.01 0.3795
H 5.991589 -2.869017 -0.254698 -0.02 0.02 0.00 0.3847
H 4.117898 -1.916704 1.035782 0.01 0.01 -0.05 0.3915
```
Forces are in eV/Å.

Results
* energy above the lowest of the compared OMol25 structures with the same formula, charge and spin: 23.43 kcal per mole
* 2S+1: 6
* <S²>: 9.033
* LUMO (spin up / spin down): -0.01 / -0.09 eV


| no. | calculated total energy (hartree) |
| --- | --- |
| 1 | -5910.775045 |
| 2 | -6384.068219 |
| 3 | -2629.944049 |